No. 1
2 unconnected molecules or ions with the total composition C5H10O5. Source: OMol25; level of theory: ωB97M-V/def2-TZVPD.

Calculated values
Calculated total energy: -15583.1083 eV
Gap between HOMO and LUMO: 8.075 eV
Energy above the lowest of the compared OMol25 structures with the same formula, charge and spin: 198.4 kJ/mol
HOMO energy: -7.593 eV

Geometry (Å):
1 C 2.07737 -0.99340 0.29097
2 C 1.24836 -0.25463 -0.73039
3 O 1.93298 0.86565 -1.18447
4 O 0.53380 -0.86166 -1.56626
5 H 1.60824 0.97606 -2.09667
6 H 2.80548 -1.61397 -0.23463
7 H 1.43246 -1.64182 0.88585
8 H 2.60476 -0.29647 0.94764
9 C -2.10231 -0.91199 0.22126
10 C -0.34195 0.84624 0.73973
11 C -1.38249 0.36366 -0.04620
12 O -0.26870 0.34698 2.02501
13 O -0.01262 2.17724 0.63179
14 O -1.71861 1.08168 -1.13485
15 H 0.20949 2.29996 -0.31337
16 H 0.48837 0.80197 2.42484
17 H -2.23825 0.51845 -1.73541
18 H -2.28226 -1.45926 -0.70739
19 H -1.53376 -1.56500 0.88308
20 H -3.06035 -0.67970 0.69946

No. 2
A molecular structure, C32H42N7OSSeY. Source: OMol25; level of theory: ωB97M-V/def2-TZVPD.

Calculated values
Calculated total energy: -123562.0283 eV
Gap between HOMO and LUMO: 6.415 eV
HOMO energy: -12.361 eV
Charge: +2

Geometry (Å):
1 Y 0.77856 -0.70812 0.13986
2 C -3.35108 -1.23450 3.85582
3 C -2.85813 -2.34783 2.94416
4 C -3.36855 -3.70960 3.42182
5 C -1.35339 -2.39917 2.80509
6 C -0.78047 -3.06083 1.71900
7 C 0.59830 -3.17176 1.56533
8 C 1.47370 -2.61055 2.50368
9 C 2.95985 -2.81306 2.38753
10 C 0.89686 -1.97046 3.60050
11 C -0.48066 -1.87216 3.75310
12 H -4.43250 -1.14281 3.77485
13 H -2.90827 -0.27106 3.60418
14 H -3.13098 -1.45285 4.90142
15 H -3.25370 -2.16802 1.93679
16 H -2.95103 -3.94984 4.40021
17 H -3.09707 -4.51626 2.74050
18 H -4.45333 -3.70198 3.51581
19 H -1.43961 -3.56969 1.02490
20 H 1.00861 -3.80230 0.78277
21 H 3.31014 -2.71015 1.35754
22 H 3.23351 -3.81657 2.71460
23 H 3.50621 -2.10578 3.00856
24 H 1.53988 -1.57616 4.37835
25 H -0.87629 -1.36460 4.62030
26 C 4.45099 1.55514 -1.94510
27 C 3.63587 0.78075 -0.96229
28 N 2.99607 -0.30651 -1.21423
29 N 3.14109 -0.85597 -2.46678
30 C 2.67020 -2.10912 -2.68162
31 N 3.00233 -2.66710 -3.84962
32 S 1.70582 -2.92334 -1.57107
33 C 3.57372 1.18543 0.46798
34 C 4.40142 2.17121 0.97094
35 C 4.37695 2.42892 2.33859
36 C 3.52383 1.69617 3.13571
37 C 2.71224 0.73812 2.53915
38 N 2.73422 0.46667 1.23501
39 H 4.00745 1.53424 -2.94065
40 H 5.46896 1.16247 -2.00342
41 H 4.51292 2.60227 -1.66501
42 H 3.77285 -0.41849 -3.12664
43 H 3.68574 -2.26515 -4.47220
44 H 2.68645 -3.60487 -4.03888
45 H 5.06768 2.72047 0.32615
46 H 5.01456 3.19263 2.76050
47 H 3.45872 1.85610 4.20032
48 H 1.99790 0.18534 3.13174
49 C -2.61796 4.86308 -2.64472
50 C -2.11830 3.87777 -1.62677
51 C -0.95249 4.09821 -0.91091
52 C -0.50206 3.21036 0.06584
53 C 0.76205 3.54106 0.80691
54 C -1.24402 2.05981 0.33412
55 Se -0.70713 0.85696 1.73694
56 C -2.43003 1.81005 -0.37434
57 C -3.32597 0.63337 -0.09776
58 C -2.83819 2.72077 -1.34372
59 H -1.86635 5.61619 -2.87453
60 H -3.50489 5.38350 -2.28146
61 H -2.89589 4.36757 -3.57630
62 H -0.37323 4.99221 -1.10756
63 H 1.29578 4.34502 0.30422
64 H 1.42293 2.67554 0.88631
65 H 0.55222 3.86075 1.82889
66 H -2.78395 -0.30544 -0.02308
67 H -4.08490 0.54834 -0.87655
68 H -3.84343 0.74546 0.85702
69 H -3.76394 2.53024 -1.87795
70 C -1.09914 1.74417 -3.73089
71 N -1.41647 0.38464 -3.26581
72 C -2.41652 -0.36327 -3.81340
73 C -2.71076 -1.59425 -3.35017
74 C -1.95836 -2.07280 -2.23349
75 N -1.02185 -1.31468 -1.66704
76 C -0.72135 -0.12119 -2.21862
77 O 0.22350 0.54294 -1.71089
78 N -2.19631 -3.28439 -1.73409
79 H -1.75444 1.96468 -4.56898
80 H -0.05967 1.78156 -4.04521
81 H -1.27375 2.44038 -2.91047
82 H -2.94084 0.09388 -4.64025
83 H -3.49462 -2.17884 -3.80213
84 H -2.88920 -3.88721 -2.14436
85 H -1.61901 -3.64570 -0.99410

No. 3
13 unconnected molecules or ions with the total composition C85H185N6O16P2. Source: OMol25; level of theory: ωB97M-V/def2-TZVPD.

Calculated values
Calculated total energy: -151398.9379 eV
Gap between HOMO and LUMO: 5.899 eV
HOMO energy: -11.211 eV
Charge: +3

Geometry (Å):
1 C 0.93006 0.25973 1.21921
2 C 0.29550 0.24197 -0.19677
3 O 1.00908 0.03603 -1.20011
4 N -1.22271 0.62909 -0.21152
5 H -1.57857 0.32871 0.68472
6 H -1.30168 1.63294 -0.13310
7 C -1.95134 -0.09047 -1.38097
8 H 0.71168 -0.60124 1.85099
9 H 0.63146 1.22664 1.62421
10 H 2.01812 0.32406 1.22801
11 H -3.01910 0.12844 -1.38848
12 H -1.80564 -1.15649 -1.20641
13 H -1.52245 0.21239 -2.33619
14 C 3.56604 -0.62377 -3.28613
15 C 2.66213 -1.39177 -4.37543
16 C 3.24399 -2.74546 -4.87829
17 C 4.21454 -2.41619 -6.02597
18 N 5.02127 -3.65283 -6.56669
19 C 5.80766 -4.38024 -5.45035
20 C 6.98927 -5.17176 -6.11827
21 C 7.34308 -4.12115 -7.15165
22 C 6.12569 -3.34455 -7.57717
23 C 3.96938 -4.64959 -7.21042
24 H 3.80791 -1.19028 -2.38687
25 H 3.13723 0.28427 -2.86223
26 H 4.53445 -0.27193 -3.64180
27 H 2.52607 -0.66278 -5.17427
28 H 1.62294 -1.48488 -4.05997
29 H 2.36916 -3.36449 -5.07728
30 H 3.74408 -3.30929 -4.09082
31 H 4.99742 -1.72321 -5.71776
32 H 3.62115 -1.99696 -6.83852
33 H 5.19495 -4.95876 -4.75897
34 H 6.21257 -3.55595 -4.86324
35 H 6.65789 -6.08886 -6.60531
36 H 7.75533 -5.58098 -5.45964
37 H 7.72278 -4.57152 -8.06876
38 H 8.16546 -3.44916 -6.90623
39 H 5.75322 -3.72405 -8.52866
40 H 6.31992 -2.27363 -7.51797
41 H 3.54822 -4.07022 -8.03204
42 H 3.28250 -5.01989 -6.44939
43 H 4.48988 -5.56020 -7.50705
44 C -4.66012 2.15132 -9.52650
45 C -3.68298 1.34918 -8.67885
46 C -2.64998 2.16638 -7.84747
47 C -1.32376 1.41426 -7.60639
48 N -0.41200 2.09742 -6.53247
49 C 0.52350 1.12115 -5.89886
50 C 1.05424 1.85469 -4.61576
51 C -0.14014 2.70692 -4.08938
52 C -1.19169 2.58387 -5.27066
53 C 0.39998 3.25816 -7.20307
54 H -5.57833 1.60731 -9.74794
55 H -4.33984 2.34179 -10.55083
56 H -4.94057 3.05383 -8.98343
57 H -3.15993 0.91453 -9.53067
58 H -4.24080 0.67243 -8.03159
59 H -3.24865 2.30758 -6.94760
60 H -2.39554 3.15123 -8.23919
61 H -0.68027 1.22708 -8.46603
62 H -1.57235 0.41430 -7.25087
63 H 1.25129 0.89707 -6.67874
64 H -0.02461 0.21610 -5.63701
65 H 1.91515 2.46342 -4.89214
66 H 1.44961 1.16388 -3.87107
67 H 0.05932 3.75376 -3.86035
68 H -0.59319 2.35359 -3.16309
69 H -1.61871 3.57989 -5.38773
70 H -2.06910 1.94899 -5.14744
71 H 1.02613 3.82636 -6.51519
72 H -0.33771 3.96928 -7.57485
73 H 0.97831 2.83449 -8.02412
74 C 1.20406 -3.52654 -1.50864
75 C 1.75247 -3.54672 -0.08213
76 C 3.29633 -3.62358 0.08487
77 C 3.86496 -5.05705 -0.23722
78 N 5.42056 -5.13489 -0.29541
79 C 6.15073 -5.22295 1.08624
80 C 7.35722 -6.15621 0.89394
81 C 6.76442 -7.19421 -0.02525
82 C 5.80345 -6.44973 -0.95633
83 C 6.07138 -3.93000 -1.01697
84 H 0.15047 -3.24846 -1.53555
85 H 1.34969 -4.47686 -2.02224
86 H 1.70524 -2.83883 -2.18979
87 H 1.24219 -4.37037 0.41717
88 H 1.28706 -2.66606 0.36051
89 H 3.58158 -3.31324 1.09007
90 H 3.72123 -2.83005 -0.52985
91 H 3.47251 -5.25398 -1.23486
92 H 3.50540 -5.81716 0.45635
93 H 6.48486 -4.25485 1.45939
94 H 5.45916 -5.61818 1.83030
95 H 8.07834 -5.58400 0.31028
96 H 7.72025 -6.46988 1.87268
97 H 7.51884 -7.76375 -0.56798
98 H 6.18506 -7.92602 0.53768
99 H 6.09509 -6.16093 -1.96610
100 H 4.97544 -7.10001 -1.23852
101 H 7.12609 -4.00849 -1.28066
102 H 6.05238 -3.13032 -0.27653
103 H 5.43496 -3.63898 -1.85265
104 C 10.15611 3.75988 -0.12051
105 C 8.81559 3.11850 0.28104
106 C 7.81284 3.34701 -0.88042
107 C 6.45347 2.68643 -0.44446
108 N 5.20605 3.00711 -1.36556
109 C 3.94736 2.44814 -0.70829
110 C 2.78505 3.09060 -1.47800
111 C 3.36727 4.52097 -1.74768
112 C 4.85557 4.47811 -1.70186
113 C 5.41061 2.26414 -2.67983
114 H 10.77108 2.99017 -0.58683
115 H 10.78955 3.94186 0.74767
116 H 10.11954 4.61534 -0.79502
117 H 8.46245 3.67310 1.15042
118 H 8.94219 2.05442 0.48058
119 H 8.29232 3.04913 -1.81288
120 H 7.63201 4.41782 -0.97399
121 H 6.11366 3.10905 0.50106
122 H 6.56701 1.60409 -0.38319
123 H 3.87233 1.36348 -0.63094
124 H 3.80113 2.82576 0.30370
125 H 2.60944 2.60474 -2.43779
126 H 1.77253 3.14588 -1.07817
127 H 3.06808 4.94216 -2.70747
128 H 3.04526 5.27608 -1.03060
129 H 5.12872 4.78841 -2.71042
130 H 5.19829 5.11386 -0.88548
131 H 5.81042 1.28367 -2.42109
132 H 6.30169 2.63586 -3.18571
133 H 4.51667 2.30850 -3.30192
134 C -3.87346 -3.62523 -1.80747
135 C -5.02842 -4.68650 -1.68856
136 C -5.99935 -4.36272 -0.59326
137 C -6.83648 -5.66081 -0.45406
138 N -7.85874 -5.68370 0.72815
139 C -8.68145 -6.97929 0.73660
140 C -9.91818 -6.66242 1.50598
141 C -10.05749 -5.11641 1.34856
142 C -8.84153 -4.54141 0.66049
143 C -7.12341 -5.63888 2.11280
144 H -3.00971 -3.82039 -1.17190
145 H -4.21752 -2.62628 -1.53947
146 H -3.56876 -3.60591 -2.85384
147 H -4.47049 -5.59520 -1.46255
148 H -5.41463 -4.74047 -2.70641
149 H -6.63783 -3.52643 -0.87797
150 H -5.46967 -4.06232 0.31079
151 H -6.20765 -6.49481 -0.14243
152 H -7.34784 -6.05844 -1.33070
153 H -8.11705 -7.76804 1.23401
154 H -8.88716 -7.25340 -0.29812
155 H -9.93131 -6.81034 2.58582
156 H -10.73510 -7.23943 1.07262
157 H -10.31923 -4.55033 2.24251
158 H -10.84602 -4.89421 0.62958
159 H -8.46271 -3.59442 1.04495
160 H -8.97256 -4.21974 -0.37269
161 H -6.74257 -4.62147 2.20191
162 H -6.18933 -6.20047 2.12739
163 H -7.75724 -5.85900 2.97182
164 C -4.61079 1.89537 -3.32737
165 C -4.06719 3.10771 -2.49082
166 C -4.98867 3.65814 -1.32884
167 C -5.07490 2.64048 -0.19153
168 P -5.42279 3.49288 1.35535
169 C -4.10672 4.61074 2.05983
170 C -2.90927 3.89235 2.75725
171 C -1.98919 4.76011 3.61680
172 C -0.89267 3.99825 4.35747
173 C -5.86390 2.20513 2.62180
174 C -6.27782 2.81375 3.97400
175 C -6.63708 1.72720 5.01210
176 C -7.13502 2.22170 6.32572
177 C -6.90743 4.47340 1.17921
178 C -8.19128 3.67503 0.74473
179 C -9.28148 4.68440 0.37692
180 C -10.63192 4.03705 -0.02678
181 H -5.63392 2.13936 -3.61332
182 H -4.67919 1.07770 -2.60985
183 H -4.04726 1.72593 -4.24488
184 H -3.90723 3.84495 -3.27757
185 H -3.04396 2.97713 -2.13863
186 H -5.94656 3.87082 -1.80351
187 H -4.63391 4.63591 -1.00292
188 H -4.34137 1.83435 -0.20434
189 H -5.94486 2.04683 -0.47234
190 H -4.66285 5.26693 2.72933
191 H -3.77019 5.29084 1.27733
192 H -2.25036 3.43146 2.02137
193 H -3.18900 3.00632 3.32716
194 H -2.63356 5.36151 4.25805
195 H -1.57793 5.46036 2.88974
196 H -0.26843 3.31627 3.78011
197 H -1.30136 3.24709 5.03337
198 H -0.27201 4.64940 4.97300
199 H -5.01257 1.54603 2.79183
200 H -6.68859 1.60130 2.24314
201 H -7.13319 3.47607 3.84064
202 H -5.45778 3.42523 4.35045
203 H -5.84346 1.00617 5.20799
204 H -7.36993 1.09145 4.51525
205 H -8.08452 1.72467 6.52446
206 H -7.41838 3.27421 6.33135
207 H -6.54472 1.97429 7.20801
208 H -6.79741 5.24877 0.42106
209 H -7.14126 5.01202 2.09753
210 H -8.53728 3.01164 1.53738
211 H -8.10410 3.06066 -0.15140
212 H -8.92387 5.11680 -0.55756
213 H -9.40930 5.54751 1.03022
214 H -10.47434 3.04901 -0.45926
215 H -11.23425 4.56179 -0.76837
216 H -11.34145 3.70660 0.73183
217 C 1.93448 -3.89397 4.44610
218 C 1.67340 -2.47705 3.80926
219 C 2.47770 -1.40733 4.52590
220 C 1.71520 -0.90855 5.71384
221 P 2.28627 0.68428 6.36301
222 C 3.42094 0.23337 7.74646
223 C 4.74249 -0.51207 7.24101
224 C 5.85205 -0.44638 8.31121
225 C 5.50896 -1.32087 9.53413
226 C 0.86966 1.58083 7.08179
227 C 1.28732 2.93631 7.84981
228 C 0.04735 3.54209 8.48986
229 C 0.26044 4.80609 9.37247
230 C 3.17718 1.70040 5.08651
231 C 2.18621 2.33501 4.09437
232 C 2.78654 2.91800 2.84082
233 C 1.90439 3.88443 1.99672
234 H 2.88658 -4.34926 4.17350
235 H 1.15192 -4.53915 4.04682
236 H 1.88869 -3.91296 5.53498
237 H 0.60791 -2.31838 3.97557
238 H 1.93313 -2.59174 2.75689
239 H 2.72149 -0.58839 3.84914
240 H 3.46843 -1.80856 4.73935
241 H 1.62432 -1.61986 6.53474
242 H 0.74154 -0.65100 5.29701
243 H 2.86319 -0.43239 8.40508
244 H 3.58375 1.18152 8.25891
245 H 5.18868 -0.04774 6.36157
246 H 4.61186 -1.57660 7.04651
247 H 5.84016 0.61473 8.56023
248 H 6.84276 -0.73339 7.95878
249 H 5.26776 -2.37352 9.38631
250 H 4.65869 -0.92643 10.09050
251 H 6.29488 -1.36264 10.28825
252 H 0.51724 0.86473 7.82416
253 H 0.14147 1.65860 6.27445
254 H 1.63349 3.67992 7.13197
255 H 2.08919 2.66744 8.53742
256 H -0.51368 2.83332 9.09895
257 H -0.62900 3.69495 7.64886
258 H 1.24975 4.67088 9.80960
259 H -0.41504 4.84542 10.22703
260 H 0.23679 5.68946 8.73434
261 H 3.92285 1.15184 4.51105
262 H 3.74569 2.51258 5.53957
263 H 1.74159 3.10687 4.72257
264 H 1.28008 1.77419 3.86521
265 H 3.13314 2.08372 2.23095
266 H 3.80642 3.30248 2.85122
267 H 1.50647 4.62655 2.68883
268 H 1.20355 3.52846 1.24160
269 H 2.59491 4.47703 1.39662
270 O 6.01340 -1.65422 1.82277
271 C 5.34753 -0.72901 1.22580
272 O 5.32318 -0.67135 -0.02804
273 O 4.73559 0.03958 1.91685
274 H 5.96629 -1.19580 2.66493
275 O 0.19490 5.38471 -0.74532
276 C -0.91768 4.69050 -0.48861
277 O -1.95163 5.41121 -0.49541
278 O -0.87301 3.44860 -0.48736
279 H -0.38914 6.14569 -0.78268
280 O -4.39582 -0.75194 -5.58164
281 C -3.41014 -1.53610 -5.25929
282 O -3.40967 -2.74459 -5.51091
283 O -2.46371 -0.95769 -4.68959
284 H -3.87741 -0.06507 -5.15611
285 O -3.24876 0.49625 4.28331
286 C -2.19299 0.37923 3.41378
287 O -2.41703 0.15890 2.22541
288 O -1.05616 0.53241 3.87090
289 H -3.86233 -0.09244 3.83769
290 O -4.70072 -0.49586 0.87274
291 C -5.58780 -1.14585 1.66225
292 O -5.28638 -1.20311 2.86984
293 O -6.63464 -1.55903 1.17133
294 H -4.17798 -0.34011 1.66273

No. 4
2 unconnected molecules or ions with the total composition Br2ClOP. Source: OMol25; level of theory: ωB97M-V/def2-TZVPD.

Calculated values
Calculated total energy: -163944.1235 eV
Gap between HOMO and LUMO: 8.678 eV
Energy above the lowest of the compared OMol25 structures with the same formula, charge and spin: 9.6 kJ/mol
HOMO energy: -10.001 eV

Geometry (Å):
1 O 1.21565 1.43602 0.66309
2 P -0.07853 1.83430 1.20803
3 Cl -1.36839 1.44779 -0.35830
4 Br 0.89315 -3.10918 -0.45314
5 Br -0.66189 -1.60893 -1.05968